1.
Formula: C8H18AlCl2O2PS
Source: OMol25
Level of theory: the ωB97M-V functional and the def2-TZVPD basis

## Properties
ΔE to the lowest compared entry with this formula, charge and spin   13.2 kcal per mole
Total charge   +2
Highest occupied orbital energy   -15.549 eV
Multiplicity   1
Orbital gap   7.152 eV
E_tot   -2367.96475 hartree

Geometry (Å):
C -0.47 5.22 -3.74
C -0.57 4.15 -2.69
H 0.60 5.36 -3.94
H -0.91 6.16 -3.41
H -0.97 4.89 -4.66
O 0.33 3.45 -2.28
Cl -2.20 3.92 -2.07
Al -0.70 -0.36 0.19
P -0.36 -1.41 -1.83
C 1.10 -2.46 -2.17
C -1.76 -2.56 -1.88
H -1.27 0.33 -3.29
H -0.72 -1.09 -4.21
H 0.47 0.08 -3.58
C -0.48 -0.43 -3.37
H -2.70 -2.03 -1.69
H -1.81 -3.04 -2.86
H 0.92 -3.08 -3.07
H 1.30 -3.13 -1.33
H -1.64 -3.34 -1.11
H 1.99 -1.85 -2.35
C 1.46 -0.15 0.04
O 2.61 -0.11 0.21
Cl -2.23 1.09 0.31
C -1.87 -1.90 2.87
S -0.21 -1.50 2.16
C 0.04 0.03 3.17
H -2.45 -2.43 2.11
H -2.41 -1.00 3.22
H -1.68 -2.54 3.73
H -0.75 0.07 3.93
H 1.01 -0.10 3.67
H 0.08 0.94 2.57

***

2.
Formula: C8H18BNO5
Source: OMol25
Level of theory: the ωB97M-V functional and the def2-TZVPD basis

## Properties
ΔE to the lowest compared entry with this formula, charge and spin   0.0 kcal per mole
SMILES string   N[C@](CCO)(CCCCB(O)O)C(=O)O
Highest occupied orbital energy   -9.689 eV
Multiplicity   1
Orbital gap   9.969 eV
E_tot   -771.52315 hartree

Geometry (Å):
O 1.95 -3.41 -0.05
O 0.49 2.88 1.03
O -0.21 1.63 2.94
O -0.10 -3.40 -0.99
O -0.01 1.45 -1.28
B -0.47 2.11 1.70
C 1.02 -2.81 -0.48
N 2.38 -0.81 0.03
C 0.97 0.72 -2.11
C -1.93 1.81 0.99
C -2.39 0.39 0.99
C -1.58 -0.43 0.04
C 0.87 -0.81 -1.95
C -0.11 -0.65 0.50
C 1.02 -1.28 -0.42
H 1.13 3.41 1.47
H 0.69 1.69 3.16
H -0.02 -4.38 -0.94
H 0.41 2.03 -0.61
H 2.48 -1.04 1.02
H 3.12 -1.39 -0.39
H 0.95 0.98 -3.21
H 1.95 1.04 -1.78
H -2.76 2.36 1.47
H -1.87 2.27 0.03
H -3.44 0.36 0.67
H -2.43 -0.08 1.98
H -1.55 0.18 -0.98
H -2.03 -1.40 -0.16
H -0.10 -1.12 -2.33
H 1.59 -1.38 -2.57
H 0.24 0.32 0.83
H -0.23 -1.21 1.40

***

3.
Formula: C8H18CeI2NOP2S
Source: OMol25
Level of theory: the ωB97M-V functional and the def2-TZVPD basis

## Properties
Total charge   +3
Highest occupied orbital energy (alpha / beta)   -16.119 / -16.121 eV
Multiplicity   1
Orbital gap (alpha / beta)   2.649 / 2.601 eV
E_tot   -2595.83131 hartree

Geometry (Å):
I 0.00 -1.41 -6.77
I 0.00 1.32 -6.51
Ce 0.00 0.55 0.13
P -2.69 -0.03 0.10
C -3.56 -0.06 -1.49
C -3.22 -1.41 1.13
H -4.30 -1.38 1.31
H -4.27 1.48 1.17
H -2.70 -1.37 2.10
H -2.70 1.54 1.97
H -3.29 -0.98 -2.02
H -2.98 -2.35 0.62
C -3.19 1.48 0.99
H -4.64 -0.05 -1.36
H -2.97 2.38 0.42
H -3.28 0.81 -2.08
P 2.69 -0.05 0.11
C 3.56 -0.08 -1.48
C 3.20 1.46 1.00
H 2.68 -1.39 2.10
H 4.29 -1.41 1.32
H 2.96 -2.37 0.63
C 3.21 -1.43 1.14
H 2.70 1.52 1.98
H 4.27 1.45 1.19
H 4.65 -0.07 -1.34
H 3.29 0.80 -2.07
H 2.98 2.36 0.43
H 3.29 -1.00 -2.01
C 0.00 -0.14 -2.30
O 0.00 -0.12 -3.44
S 0.00 -0.06 2.59
C 0.00 0.00 4.33
N 0.00 0.01 5.49